1.
ORCA calculation (ωB97M-V/def2-TZVPD) on a molecular structure, C22H35FeO3Sn.

Properties
Kohn-Sham gap = 4.41 eV
E_HOMO = -10.3 eV

The geometry in ORCA input format:
```
! wB97M-V def2-TZVPD RIJCOSX def2/J DEFGRID3
* xyz 1 1
C 1.6916 3.6516 4.5935
C 2.2282 2.7354 3.5041
C 1.9014 3.2266 2.0870
C 2.3696 2.2582 0.9868
Sn 0.8611 0.9039 0.1856
C -0.5353 2.3624 -0.5885
C -1.8043 1.7337 -1.1773
C -2.8352 2.8260 -1.4999
C -4.1282 2.2276 -2.0050
C 1.8371 0.0717 -1.5856
C 2.1226 1.1744 -2.6279
C 1.3578 0.9610 -3.9407
C 1.9172 1.7898 -5.0852
H 0.0925 -1.5711 1.0098
H 1.9958 3.2504 5.5591
H 2.0905 4.6635 4.4978
H 0.6013 3.7064 4.5687
H 3.3218 2.6713 3.5867
H 1.8410 1.7162 3.6564
H 0.8277 3.4643 2.0091
H 2.4450 4.1673 1.9034
H 2.6070 2.8066 0.0615
H 3.1815 1.5811 1.3021
H -0.7420 3.0092 0.2813
H 0.0504 2.8960 -1.3533
H -1.5636 1.1789 -2.1027
H -2.2559 1.0016 -0.4821
H -3.0040 3.4198 -0.5930
H -2.3937 3.4943 -2.2491
H -4.8217 3.0344 -2.2252
H -3.9617 1.6459 -2.9127
H -4.5749 1.5754 -1.2528
H 2.7702 -0.3457 -1.1757
H 1.1860 -0.7346 -1.9614
H 1.8876 2.1867 -2.2480
H 3.2126 1.1685 -2.8105
H 1.4006 -0.1043 -4.2019
H 0.2942 1.1983 -3.7866
H 1.3798 1.5228 -5.9941
H 1.7937 2.8618 -4.9149
H 2.9801 1.5879 -5.2395
O -3.5042 -4.2506 -1.6092
C -2.8041 -4.3219 -0.6838
Fe -1.3897 -4.3827 0.3333
C -0.6742 -5.8701 -0.4235
O -0.1208 -6.7125 -0.9860
C -0.4080 -3.4630 -0.8407
O 0.1401 -2.9393 -1.7219
C 0.6803 -4.2452 2.3645
C 0.6562 -2.9168 2.4784
C -0.3709 -2.0174 1.8856
C -1.6040 -2.6818 1.2661
C -2.3525 -3.6244 2.0485
C -1.7894 -4.8273 2.4136
C -0.4362 -5.1233 2.0441
H 1.6510 -4.7720 2.3859
H 1.5101 -2.3888 2.9613
H -0.6519 -1.1982 2.5796
H -2.1721 -1.9709 0.6628
H -3.4227 -3.4713 2.1726
H -2.3910 -5.6101 2.8929
H -0.1711 -6.1873 1.9964
*
```



2.
ORCA calculation (ωB97M-V/def2-TZVPD) on a molecular structure, C22H35Ge2S4SbZr.

Properties
Kohn-Sham gap = 6.68 eV
E_HOMO = -7.8 eV
ΔE to the lowest compared entry with this formula, charge and spin = 97.53 kJ/mol

The geometry in ORCA input format:
```
! wB97M-V def2-TZVPD RIJCOSX def2/J DEFGRID3
* xyz 0 1
Zr -2.1358 -0.7590 -1.4679
C 1.2103 1.5598 -2.6340
C -0.2503 1.0705 -2.6829
Ge -1.2427 2.3321 -1.4846
C -1.5180 4.0078 -2.4565
C -0.4384 5.0694 -2.2335
C -0.2602 2.5821 0.1615
C -0.0266 1.6631 1.1154
Ge -1.0473 -0.0676 1.0815
C -2.6298 0.0619 2.2970
C -2.4754 0.2280 3.8084
C 0.1258 -1.5917 1.6037
C 0.7958 -1.6656 2.9766
C 0.9999 1.9637 2.1423
C 2.1933 2.5900 1.7747
C 3.1585 2.8978 2.7220
C 2.9467 2.5910 4.0577
C 1.7704 1.9578 4.4352
C 0.8157 1.6347 3.4845
H 1.8167 1.0206 -3.3623
H 1.6420 1.3998 -1.6457
H 1.2852 2.6231 -2.8676
H -0.1606 -0.0200 -2.5147
H -0.6654 1.2111 -3.6784
H -2.4887 4.3728 -2.1168
H -1.6295 3.7733 -3.5170
H -0.3489 5.3344 -1.1801
H -0.6863 5.9796 -2.7809
H 0.5410 4.7369 -2.5773
H 0.2394 3.5487 0.2333
H -3.1919 -0.8531 2.0863
H -3.2363 0.8775 1.9002
H -1.8113 -0.5194 4.2437
H -3.4459 0.1251 4.2997
H -2.0947 1.2158 4.0676
H 0.8811 -1.6481 0.8154
H -0.5080 -2.4718 1.4513
H 1.5318 -0.8735 3.1086
H 1.3131 -2.6209 3.0985
H 0.0736 -1.5829 3.7895
H 2.3698 2.8186 0.7309
H 4.0804 3.3750 2.4148
H 3.6979 2.8346 4.7976
H 1.5998 1.7033 5.4735
H -0.0834 1.1164 3.7823
S -4.3231 -1.6752 -1.0441
Sb -4.7934 0.3081 -2.3678
S -3.3438 1.6225 -0.8433
S -3.0442 -0.0677 -3.8701
S -6.8833 0.9654 -2.6487
C 0.5450 -5.4913 -2.5947
C 1.1788 -4.3022 -1.8600
C 1.5511 -4.7096 -0.4269
C 2.4315 -3.8278 -2.6097
C 0.2121 -3.1993 -1.8023
C -0.5842 -2.2770 -1.7549
H 1.2562 -6.3181 -2.6429
H 0.2664 -5.2135 -3.6113
H -0.3495 -5.8330 -2.0739
H 2.2683 -5.5321 -0.4533
H 0.6683 -5.0356 0.1237
H 1.9997 -3.8737 0.1108
H 3.1619 -4.6376 -2.6560
H 2.8873 -2.9780 -2.1004
H 2.1823 -3.5270 -3.6277
*
```



3.
ORCA calculation (ωB97M-V/def2-TZVPD) on a molecular structure, C22H35N3O4.

Properties
Kohn-Sham gap = 8.56 eV
E_HOMO = -8.5 eV
ΔE to the lowest compared entry with this formula, charge and spin = 2351.20 kJ/mol

The geometry in ORCA input format:
```
! wB97M-V def2-TZVPD RIJCOSX def2/J DEFGRID3
* xyz 0 1
C -3.5524 -4.5404 -0.5817
C -3.6519 -3.6456 0.5317
H -4.4231 -3.9377 1.1744
H -2.8271 -3.5649 1.0902
O -4.1789 -2.5284 -0.0889
C -4.3741 -1.4860 1.0716
O -4.1709 -1.7261 2.3559
N -4.7949 -0.2051 0.4016
C -4.9282 0.1039 -0.9789
H -4.8035 -0.8905 -1.4684
C -3.7930 1.2133 -1.2735
N -3.9021 2.3132 -0.5861
C -3.6120 1.7086 0.8083
C -4.7438 1.0442 1.3937
H -4.6407 0.6275 2.2645
H -5.7970 1.4339 1.3683
H -3.6484 2.6512 1.5545
H -2.7039 1.3452 1.2038
C -2.8070 3.3877 -1.0080
C -1.4702 3.0009 -0.7413
C -0.7574 3.2410 0.1938
C 0.5044 2.9880 0.5613
C 1.2526 2.3407 -0.5803
C 0.4700 1.9824 -1.6184
C -0.7951 2.4637 -2.1406
H -1.2484 2.0891 -2.8172
H 1.0491 1.2367 -2.5987
O 2.6022 1.9982 -0.6816
C 3.2883 2.0397 0.5910
C 3.0471 1.1415 1.7627
O 3.0346 2.0269 2.8436
H 3.9019 2.1269 2.9833
C 3.9873 0.0098 1.8074
N 4.1545 -0.7888 0.4821
C 2.9836 -1.4549 0.0240
C 3.2848 -1.6189 -1.3867
C 4.5050 -2.7029 -1.6901
C 5.6639 -1.9425 -0.6565
C 5.3273 -1.4783 0.5189
H 6.0755 -0.8330 1.0049
H 5.2716 -2.4916 1.2985
H 6.4172 -2.5207 -0.6787
H 5.7740 -1.1184 -1.4939
H 4.6300 -3.1172 -2.5304
H 4.2039 -3.5720 -1.0309
H 2.5164 -2.4133 -1.8010
H 3.4708 -1.0353 -1.9871
H 2.2798 -0.8787 0.1019
H 2.8394 -2.1831 0.5463
H 3.4288 -0.6634 2.5950
H 4.9520 0.3836 2.0999
H 2.0017 0.8872 1.5355
H 3.4927 3.1913 0.6846
H 4.4499 1.7726 0.2394
H 1.2618 3.0672 1.4339
H -1.1446 3.8620 1.3128
H -3.2093 3.4372 -2.0490
H -3.2126 4.1693 -0.2828
H -3.8224 1.3882 -2.3206
H -2.6275 0.4693 -0.8798
H -5.7676 0.5128 -1.1397
H -3.2519 -5.5372 -0.2409
H -2.7848 -4.1267 -1.3812
H -4.6778 -4.6534 -1.1265
*
```



4.
ORCA calculation (ωB97M-V/def2-TZVPD) on a molecular structure, C22H35NO4P2Zn.

Properties
Kohn-Sham gap = 8.29 eV
E_HOMO = -8.8 eV
ΔE to the lowest compared entry with this formula, charge and spin = 69.12 kJ/mol

The geometry in ORCA input format:
```
! wB97M-V def2-TZVPD RIJCOSX def2/J DEFGRID3
* xyz 0 1
P 0.5935 -1.0799 -4.2203
P 1.3659 2.0339 -3.3179
C 1.1175 0.2633 -5.4636
C 2.0745 1.2892 -4.8626
H 0.1642 0.7294 -5.7435
H 1.5072 -0.2028 -6.3764
H 3.0091 0.7977 -4.5536
H 2.3349 2.0908 -5.5634
C -0.0432 3.0782 -3.9510
H -0.4831 3.6337 -3.1066
H -0.8369 2.4702 -4.4150
H 0.2902 3.8406 -4.6842
C 2.5478 3.3245 -2.8235
H 2.7040 4.0888 -3.5916
H 3.4996 2.8455 -2.5676
H 2.1281 3.7991 -1.9254
C -0.1061 -2.1307 -5.6384
H -0.3388 -3.1403 -5.2706
H 0.6469 -2.2314 -6.4393
H -1.0232 -1.7268 -6.0883
C 1.9518 -2.3179 -3.9956
H 2.9396 -1.8682 -3.8882
H 1.9385 -3.0437 -4.8166
H 1.7030 -2.8481 -3.0692
Zn 1.9547 0.4245 -1.9465
C -2.7895 0.8976 -3.4935
C -3.0954 0.6004 -4.7692
C -4.1397 -0.3790 -5.1503
C -4.2198 -1.6603 -4.2522
C -2.9408 -2.4132 -4.1326
C -2.0746 -2.3616 -3.1248
C -1.9478 -1.2577 -2.1043
C -2.8517 -0.0059 -2.3058
C 3.4131 -0.7951 -1.3748
H -2.3669 1.8986 -3.2622
H -2.6994 1.1927 -5.5993
H -4.0789 -0.7088 -6.2003
H -5.1108 0.1244 -5.0249
H -4.7360 -1.4663 -3.2927
H -4.8986 -2.3252 -4.8042
H -2.6770 -3.0900 -4.9465
H -1.2252 -3.0647 -3.1691
H -0.8827 -0.9762 -1.9970
H -2.2014 -1.6554 -1.1040
H -3.8911 -0.2958 -2.0941
H -2.5094 0.6733 -1.5114
H 4.3021 -0.3120 -1.8285
H 3.4208 -1.8587 -1.6585
H 3.4478 -0.7311 -0.2666
O 0.6442 1.0146 -0.1702
C 1.5762 1.4363 0.6277
O 2.7344 1.7654 0.2699
C 1.2547 1.4878 2.1174
C 2.2705 1.1108 3.0144
C 1.9996 0.8500 4.3560
C 0.6873 1.0524 4.8351
C -0.3205 1.5302 3.9695
C -0.0276 1.7674 2.6311
N 0.3465 0.7544 6.1908
O 1.2186 0.2986 6.9643
O -0.8372 0.9602 6.5534
H 3.2916 1.0232 2.6454
H 2.7708 0.4581 5.0194
H -1.3125 1.7042 4.3749
H -0.8015 2.1617 1.9773
*
```



5.
ORCA calculation (ωB97M-V/def2-TZVPD) on a molecular structure, C22H36BCrI2N6S3.

Properties
⟨S²⟩ = 6.037
Kohn-Sham gap (alpha / beta) = 7.35 / 7.64 eV
E_HOMO (alpha / beta) = -10.2 / -10.6 eV

The geometry in ORCA input format:
```
! wB97M-V def2-TZVPD RIJCOSX def2/J DEFGRID3
* xyz 1 5
Cr 1.7434 0.2485 -0.4997
C 0.2147 0.7587 5.8900
C 0.8419 0.3147 4.6156
C 1.4597 -1.0627 4.7373
C 1.8209 1.3666 4.1795
N -0.1951 0.3856 3.4548
C -1.4463 0.9711 3.5436
C -2.0440 0.8063 2.3423
N -1.1437 0.2119 1.4806
B -1.6560 -0.2793 -0.0260
N -1.3510 -1.7157 -0.4760
C -2.3343 -2.6564 -0.2510
C -1.8245 -3.8401 -0.6110
N -0.5910 -3.6696 -1.2425
C -0.2850 -2.3329 -1.0977
S 1.1133 -1.6495 -1.7928
C 0.2061 -4.9121 -1.7534
C 0.8507 -4.6061 -3.0949
C -0.7662 -6.0954 -1.7692
C 1.3634 -5.1385 -0.7651
N -1.3265 0.8849 -1.0770
C -2.3254 0.9149 -2.0462
C -2.3802 2.1131 -2.5497
N -1.3999 2.8842 -1.9397
C -0.7275 2.0933 -1.0452
S 0.7225 2.4444 -0.1063
C -1.0434 4.3849 -2.3627
C -2.0885 4.9717 -3.3539
C -1.0519 5.1797 -1.0244
C 0.2969 4.3580 -3.0481
C -0.0013 -0.0476 2.2194
S 1.3240 -0.9071 1.5326
H 0.9875 0.8467 6.6311
H -0.5792 0.1225 6.2119
H -0.2834 1.7639 5.8474
H 2.1590 -0.9964 5.6011
H 2.0833 -1.3939 3.9085
H 0.6634 -1.8230 4.9463
H 2.7076 1.4549 4.8823
H 1.3315 2.3181 4.2253
H 2.2122 1.2223 3.1871
H -1.8794 1.4979 4.4005
H -3.0180 1.0941 1.9983
H -2.8265 -0.1639 0.0931
H -3.2458 -2.4232 0.2073
H -2.2715 -4.7961 -0.3393
H 0.1481 -4.2986 -3.7931
H 1.4244 -5.4620 -3.4717
H 1.4495 -3.6815 -3.1068
H -1.7819 -5.9041 -2.2132
H -0.9905 -6.4626 -0.7578
H -0.3483 -6.8233 -2.4330
H 2.0966 -4.3557 -0.7749
H 1.7112 -6.0849 -1.0302
H 1.0675 -5.2537 0.2563
H -3.0238 0.0224 -2.3398
H -2.9314 2.5756 -3.3493
H -3.1044 4.9115 -3.0415
H -1.9974 4.3906 -4.2739
H -1.6865 5.9911 -3.5536
H -2.0839 5.3158 -0.6301
H -0.7347 6.2074 -1.1365
H -0.4345 4.7814 -0.2595
H 0.1845 3.8011 -3.9727
H 1.0958 3.9854 -2.4489
H 0.6560 5.3891 -3.3230
I 4.7184 1.3689 0.3052
C 5.2715 1.2072 -1.7315
I 3.5404 0.8459 -2.9232
H 5.9533 0.3194 -1.7977
H 5.7833 2.1103 -2.0638
*
```



6.
ORCA calculation (ωB97M-V/def2-TZVPD) on a molecular structure, C22H36BeBrClF4IN5O8S.

Properties
Kohn-Sham gap = 1.33 eV
E_HOMO = -7.5 eV

The geometry in ORCA input format:
```
! wB97M-V def2-TZVPD RIJCOSX def2/J DEFGRID3
* xyz 0 1
C 0.8726 -1.4374 0.3852
C 2.0817 -1.1746 -0.5584
C 2.7129 0.1704 -0.1761
O 1.6974 1.1662 -0.3208
C 2.1246 2.4126 -0.6763
S 3.4743 2.9097 0.5481
C 1.0326 3.4750 -0.4661
C -0.3060 3.0849 -1.1015
C -1.2104 2.1268 -0.2746
O -1.1009 0.7638 -0.5470
C -1.1231 2.3352 1.2331
F -2.2204 1.7837 1.8110
F -1.1855 3.6493 1.5176
F -0.0822 1.7572 1.8381
C 1.5583 4.8025 -1.0063
I 0.2793 6.4559 -0.5933
N 1.8692 4.6534 -2.4579
C 2.9038 3.7053 -2.5218
N 4.0375 4.0838 -3.1201
N 2.7771 2.4353 -2.0225
C 2.0505 1.6039 -3.0788
C 3.0354 1.1822 -4.1899
C 2.5558 -0.1338 -4.7933
H 0.8024 -0.6928 1.1763
H 1.0274 -2.4127 0.8607
H -0.0466 -1.4030 -0.1863
H 1.7276 -1.1138 -1.5846
H 2.8035 -1.9755 -0.4193
H 3.0188 0.0717 0.8646
H 3.5688 0.3263 -0.8327
H 4.6002 2.7192 -0.1593
H 0.9865 3.6335 0.6137
H -0.1190 2.5900 -2.0608
H -0.9296 3.9368 -1.3625
H -2.2437 2.3669 -0.5428
H -0.5531 0.6734 -1.3403
H 2.5038 5.0657 -0.5449
H 1.0484 4.2968 -2.9556
H 4.5876 4.8484 -2.7605
H 4.3326 3.6420 -3.9846
H 1.6088 0.7029 -2.6792
H 1.2947 2.2251 -3.5647
H 3.1026 1.9444 -4.9648
H 4.0290 1.0163 -3.6927
H 2.2007 -0.8261 -4.0274
H 3.3504 -0.6582 -5.3199
H 1.6996 0.0352 -5.4473
Br 6.0693 1.4918 -3.9345
C 2.1529 -3.5994 4.3500
C 2.5779 -4.3105 3.1407
N 2.9108 -4.8528 2.1846
H 2.8583 -2.8054 4.6080
H 1.1615 -3.1069 4.1748
H 2.0767 -4.2905 5.1972
O 0.6290 -6.7127 3.2418
Cl 0.5761 -7.4840 1.9372
O 1.9160 -7.7732 1.5607
O -0.0687 -6.6507 0.9759
O -0.1606 -8.6709 2.1863
C -6.8081 3.0268 2.4535
C -5.4646 2.7077 2.3120
C -4.4924 3.6664 2.5598
C -4.8657 4.9434 2.9580
C -6.2088 5.2623 3.1031
C -7.1806 4.3048 2.8471
H -7.5659 2.2792 2.2565
H -5.1731 1.7107 2.0068
H -3.4527 3.4216 2.4442
H -4.1074 5.6909 3.1552
H -6.4989 6.2577 3.4150
H -8.2285 4.5544 2.9548
C -3.4832 -10.4961 0.5640
N -3.3639 -9.0610 0.1868
O -3.1323 -8.2670 1.0706
O -3.5058 -8.7923 -0.9870
H -3.3321 -10.5830 1.6331
H -4.4777 -10.8258 0.2795
H -2.7206 -11.0405 0.0161
Be 0.3487 -4.6176 3.5564
F -1.1762 1.5670 -2.9604
*
```